{"formula": "C41H42ClGe2N3OS2SiW", "method": "ωB97M-V with the def2-TZVPD basis set", "homo_ha": [-0.358, -0.398], "e_lumo_ha": [-0.1182, -0.1467], "total_charge": 1, "spin_multiplicity": 4, "orbital_gap_ev": [6.528, 6.829], "species": ["W", "C", "S", "C", "S", "N", "N", "C", "C", "C", "C", "C", "C", "N", "H", "H", "H", "H", "H", "H", "H", "H", "C", "Ge", "C", "C", "Ge", "C", "C", "C", "C", "C", "C", "C", "C", "C", "C", "C", "C", "H", "H", "H", "H", "H", "H", "H", "H", "H", "H", "H", "H", "H", "H", "H", "H", "H", "H", "H", "O", "Si", "C", "C", "C", "C", "C", "C", "C", "C", "C", "C", "C", "C", "C", "C", "C", "C", "C", "C", "H", "H", "H", "H", "H", "H", "H", "H", "H", "H", "H", "H", "H", "H", "H", "Cl"], "xyz": [[-0.2365, -1.2867, 1.3348], [4.4112, -3.8827, 0.2103], [2.8722, -4.6372, -0.3160], [1.6562, -3.6085, 0.3926], [2.0578, -2.1694, 1.2897], [0.4414, -4.0500, 0.2357], [-0.4506, -3.2863, 0.9453], [-1.4806, -3.8836, 1.4767], [-2.1185, -3.1731, 2.5518], [-3.2225, -3.6540, 3.2450], [-3.6633, -2.9659, 4.3571], [-2.9840, -1.8215, 4.7578], [-1.9049, -1.3841, 4.0213], [-1.4756, -2.0347, 2.9287], [5.1920, -4.5069, -0.2241], [4.5140, -3.8866, 1.2932], [4.5085, -2.8742, -0.1784], [-1.7207, -4.9063, 1.2161], [-3.7106, -4.5596, 2.9103], [-4.5209, -3.3198, 4.9138], [-3.2868, -1.2641, 5.6327], [-1.3583, -0.4957, 4.2995], [2.9411, 1.9798, 0.7365], [3.9832, 1.0344, -0.6192], [5.2562, -0.1908, 0.2064], [5.0006, 2.2869, -1.7297], [2.3672, -0.0733, -2.0726], [1.7058, 1.0906, -3.4673], [1.2052, 0.5670, -4.6598], [0.7752, 1.4121, -5.6729], [0.8534, 2.7892, -5.5084], [1.3486, 3.3209, -4.3256], [1.7671, 2.4744, -3.3097], [2.5947, -1.8726, -2.7308], [3.8838, -2.2868, -3.0650], [4.0910, -3.5047, -3.6998], [3.0078, -4.3157, -4.0068], [1.7203, -3.9132, -3.6747], [1.5132, -2.6963, -3.0436], [3.5901, 2.6545, 1.2984], [2.5065, 1.2644, 1.4348], [2.1294, 2.5595, 0.2920], [5.9325, 0.3989, 0.8295], [5.8572, -0.6982, -0.5502], [4.7666, -0.9359, 0.8303], [5.9148, 2.5454, -1.1913], [4.4508, 3.2058, -1.9296], [5.2846, 1.8456, -2.6858], [1.1625, -0.5064, -4.8096], [0.3904, 0.9955, -6.5952], [0.5298, 3.4485, -6.3050], [1.4099, 4.3948, -4.1938], [2.1413, 2.9083, -2.3887], [4.7426, -1.6597, -2.8390], [5.0956, -3.8173, -3.9584], [3.1676, -5.2647, -4.5040], [0.8758, -4.5496, -3.9073], [0.5047, -2.3935, -2.7880], [-1.9601, -0.5155, 0.7797], [-2.5591, 0.9870, 1.0452], [-4.3593, 0.8935, 1.4857], [-5.1727, 2.0284, 1.4246], [-6.4970, 1.9800, 1.8402], [-7.0299, 0.7894, 2.3161], [-6.2393, -0.3524, 2.3723], [-4.9150, -0.2964, 1.9620], [-2.2574, 2.1546, -0.3628], [-2.9410, 1.9669, -1.5676], [-2.6932, 2.7832, -2.6611], [-1.7618, 3.8087, -2.5614], [-1.0779, 4.0155, -1.3712], [-1.3231, 3.1900, -0.2823], [-1.5632, 1.5169, 2.5555], [-0.2261, 1.1069, 2.6279], [0.5662, 1.2978, 3.7544], [0.0096, 1.9212, 4.8615], [-1.3117, 2.3473, 4.8181], [-2.0869, 2.1483, 3.6823], [-4.7729, 2.9610, 1.0370], [-7.1147, 2.8680, 1.7856], [-8.0645, 0.7492, 2.6339], [-6.6607, -1.2859, 2.7278], [-4.3047, -1.1947, 1.9943], [-3.6814, 1.1761, -1.6542], [-3.2284, 2.6256, -3.5896], [-1.5723, 4.4493, -3.4140], [-0.3588, 4.8227, -1.2902], [-0.7882, 3.3639, 0.6465], [0.2937, 0.7012, 1.7328], [1.5967, 0.9639, 3.7613], [0.6032, 2.0805, 5.7521], [-1.7456, 2.8335, 5.6835], [-3.1235, 2.4704, 3.6842], [0.3347, -0.2026, -0.9002]], "mulliken_charge": [0.267, -0.428, 0.005, 0.491, -0.337, -1.282, 0.860, -0.552, 0.847, -0.930, -0.385, -0.959, 0.142, 0.066, 0.423, 0.393, -0.230, 0.520, 0.467, 0.469, 0.463, 0.519, -0.561, 0.690, -1.099, -1.177, -0.463, 0.299, -0.230, -0.840, -0.459, -1.023, 0.012, 0.778, -0.231, -0.669, -0.565, -0.765, -0.166, 0.585, -0.255, 0.236, 0.475, 0.341, 0.283, 0.462, 0.392, 0.400, 0.376, 0.433, 0.404, 0.457, 0.412, 0.377, 0.419, 0.396, 0.416, 0.485, -0.408, 0.154, 0.055, -0.346, -0.743, -0.525, -0.636, -0.049, 0.314, -0.335, -0.855, -0.470, -0.786, 0.112, 1.001, 0.266, -0.661, -0.826, -0.757, -0.709, 0.406, 0.423, 0.388, 0.428, 0.315, 0.424, 0.430, 0.445, 0.436, 0.408, 0.228, 0.476, 0.410, 0.440, 0.474, -0.379]}



{"formula": "C3H4N2O2", "method": "ωB97M-V with the def2-TZVPD basis set", "homo_ha": -0.362, "e_lumo_ha": 0.0202, "orbital_gap_ev": 10.393, "species": ["H", "N", "C", "N", "C", "C", "O", "O", "H", "H", "H"], "xyz": [[-0.5179, 1.1236, 2.4968], [-0.9316, 0.8746, 1.6031], [-0.7795, -0.2918, 1.1848], [-1.3541, -0.7208, -0.0989], [-0.6875, -0.4415, -1.1095], [0.6941, 0.3306, -0.9917], [0.8860, 1.4373, -1.4078], [1.6672, -0.5019, -0.5864], [-0.4507, -1.2039, 1.6913], [-1.0580, -0.5425, -2.1217], [2.5319, -0.0637, -0.6600]], "mulliken_charge": [0.251, -0.566, 0.102, -0.462, 0.027, 0.495, -0.513, -0.431, 0.377, 0.383, 0.337]}



{"formula": "C2H9N2S", "method": "ωB97M-V with the def2-TZVPD basis set", "homo_ha": -0.506, "e_lumo_ha": -0.1394, "total_charge": 1, "orbital_gap_ev": 9.977, "species": ["C", "N", "C", "N", "H", "H", "H", "H", "H", "H", "H", "S", "H", "H"], "xyz": [[-0.5074, -0.7906, -2.1212], [-0.5791, -0.4212, -0.6914], [0.1333, -0.9873, 0.2312], [0.1066, -0.6339, 1.5056], [-0.7581, 0.0920, -2.7020], [-1.2176, -1.5830, -2.3309], [0.5121, -1.0596, -2.3568], [-1.1772, 0.3473, -0.4173], [0.8092, -1.7746, -0.0787], [0.0455, 0.3428, 1.8058], [0.5409, -1.2709, 2.1554], [0.5626, 2.7081, 2.2625], [-0.0819, 2.8813, 1.0989], [1.6110, 2.1496, 1.6390]], "mulliken_charge": [-0.828, -0.146, 0.260, -0.243, 0.317, 0.314, 0.348, 0.266, 0.351, 0.070, 0.261, -0.364, 0.182, 0.211]}



{"formula": "C4H13N2O2", "method": "ωB97M-V with the def2-TZVPD basis set", "homo_ha": [0.102, 0.015], "e_lumo_ha": [0.2456, 0.2440], "total_charge": -2, "spin_multiplicity": 2, "orbital_gap_ev": [3.907, 6.238], "species": ["C", "N", "C", "O", "C", "C", "N", "H", "H", "H", "H", "H", "H", "H", "H", "H", "H", "H", "H", "H", "O"], "xyz": [[0.0360, 0.4737, 0.3296], [-0.7564, -0.6798, -0.0992], [-1.6743, -1.0894, 0.9694], [-1.2176, -1.3622, 2.2528], [0.3627, 1.4131, -0.9238], [1.3184, 0.6129, -1.8827], [0.2950, 2.9562, -1.3353], [0.9512, 0.1687, 0.8484], [-0.5616, 1.1293, 0.9902], [-0.2253, -1.5350, -0.2347], [-2.1679, -2.0133, 0.5514], [-2.4946, -0.3472, 1.0129], [-0.6372, 1.1948, -1.4457], [1.9445, 1.4264, -2.2519], [1.9769, -0.0663, -1.3052], [0.7433, -0.0451, -2.5213], [-0.7073, 3.1887, -1.4427], [1.1185, 2.3039, -0.3492], [0.7583, -3.1571, 2.7553], [0.0037, -1.9864, 2.0609], [0.9336, -2.5860, 2.0207]], "mulliken_charge": [-0.876, -0.297, -0.890, -0.806, -0.883, -1.678, -0.791, 0.355, 0.341, 0.301, 0.324, 0.380, 0.064, 0.874, 0.123, 0.208, 0.612, 0.753, 0.226, 0.464, -0.805]}



{"formula": "C3H8O", "method": "ωB97M-V with the def2-TZVPD basis set", "homo_ha": -0.430, "e_lumo_ha": -0.1456, "orbital_gap_ev": 7.743, "species": ["C", "O", "C", "C", "H", "H", "H", "H", "H", "H", "H", "H"], "xyz": [[0.3470, -0.2180, 1.3102], [1.6834, 0.2186, -1.0858], [-0.6651, -0.6450, 0.2503], [-1.1862, 0.6062, -0.4882], [1.2087, 0.2570, 0.7547], [-0.0462, 0.5085, 2.0203], [0.7652, -1.0723, 1.8440], [-1.4988, -1.2038, 0.6688], [-0.0539, -1.1564, -0.4860], [-0.4463, 0.8543, -1.2487], [-1.4131, 1.4502, 0.1606], [-2.1015, 0.3333, -1.0213]], "mulliken_charge": [-0.938, -0.218, -0.426, -0.954, 0.280, 0.332, 0.314, 0.395, 0.296, 0.338, 0.294, 0.288]}



{"formula": "C32H84N4O10", "method": "ωB97M-V with the def2-TZVPD basis set", "homo_ha": -0.294, "e_lumo_ha": 0.0190, "orbital_gap_ev": 8.512, "species": ["C", "C", "C", "C", "C", "C", "C", "C", "C", "N", "O", "H", "H", "H", "H", "H", "H", "H", "H", "H", "H", "H", "H", "H", "H", "H", "H", "H", "H", "H", "C", "C", "C", "C", "C", "C", "C", "C", "C", "N", "O", "H", "H", "H", "H", "H", "H", "H", "H", "H", "H", "H", "H", "H", "H", "H", "H", "H", "H", "H", "C", "O", "C", "C", "C", "N", "H", "H", "H", "H", "H", "H", "H", "H", "H", "H", "H", "C", "O", "C", "C", "C", "N", "H", "H", "H", "H", "H", "H", "H", "H", "H", "H", "H", "C", "O", "H", "H", "H", "H", "C", "O", "H", "H", "H", "H", "C", "O", "H", "H", "H", "H", "C", "O", "H", "H", "H", "H", "C", "O", "H", "H", "H", "H", "C", "O", "H", "H", "H", "H"], "xyz": [[4.0346, 0.1612, -3.5044], [2.8725, -0.5755, -4.1731], [1.6164, 0.3002, -4.0229], [3.1792, -0.7547, -5.6457], [2.3282, -1.7520, -6.4082], [2.1861, -3.0752, -5.6353], [1.8231, -2.8832, -4.1629], [0.3160, -2.6575, -3.9963], [2.1146, -4.2206, -3.4460], [2.6916, -1.8855, -3.5695], [2.4561, -1.7593, -2.1775], [4.3393, 0.9874, -4.1519], [3.7764, 0.5791, -2.5307], [4.8990, -0.4941, -3.3692], [1.2330, 0.2799, -2.9998], [1.8395, 1.3572, -4.2192], [0.8123, 0.0081, -4.6969], [3.1810, 0.2350, -6.1191], [4.2320, -1.0412, -5.7815], [1.3372, -1.4012, -6.6970], [2.8819, -2.0089, -7.3153], [3.0786, -3.6892, -5.7610], [1.3435, -3.6261, -6.0603], [-0.0899, -1.8373, -4.5884], [0.1212, -2.4155, -2.9465], [-0.2213, -3.5780, -4.2244], [3.1842, -4.3206, -3.2394], [1.8768, -5.0627, -4.1012], [1.5719, -4.3133, -2.5066], [3.2313, -2.1733, -1.7664], [-3.6185, -1.0320, -1.9675], [-3.7415, 0.4998, -1.9656], [-2.3454, 1.1013, -1.9276], [-4.4127, 0.9932, -3.2483], [-5.9193, 0.7583, -3.2682], [-6.5460, 1.4014, -2.0430], [-5.9481, 0.9086, -0.7283], [-6.4118, 1.8312, 0.3916], [-6.4413, -0.5229, -0.4035], [-4.5054, 1.0154, -0.8445], [-3.8249, 1.0055, 0.3943], [-4.5410, -1.4845, -2.3528], [-3.5762, -1.4103, -0.9437], [-2.8062, -1.3971, -2.5893], [-1.7248, 0.6470, -1.1580], [-2.3790, 2.1824, -1.7407], [-1.8478, 0.9983, -2.8948], [-4.1878, 2.0568, -3.3757], [-3.9530, 0.4721, -4.0971], [-6.1246, -0.3138, -3.2330], [-6.3789, 1.1681, -4.1681], [-7.6213, 1.1642, -2.0021], [-6.5581, 2.4948, -2.1032], [-6.0083, 1.4842, 1.3429], [-6.0217, 2.8407, 0.2253], [-7.4971, 1.8875, 0.4606], [-6.5382, -1.1247, -1.3116], [-5.6890, -1.0440, 0.1913], [-7.4012, -0.5215, 0.1090], [-3.5022, 1.9159, 0.5277], [-1.5096, -3.1361, 7.7789], [-0.1081, -3.1014, 7.5031], [0.1848, -3.2330, 6.1335], [1.3391, -2.3142, 5.7764], [1.1147, -0.8595, 6.1529], [1.8085, -2.4557, 4.4078], [-1.6430, -3.0528, 8.8558], [-1.9415, -4.0831, 7.4424], [-2.0096, -2.2813, 7.3119], [0.5155, -4.2733, 5.9872], [-0.6739, -3.0939, 5.4601], [2.1232, -2.6735, 6.4597], [0.8316, -0.7359, 7.1922], [0.3964, -0.3616, 5.4895], [2.0615, -0.3392, 5.9841], [1.0689, -2.1185, 3.7859], [1.8362, -3.4432, 4.1560], [1.9194, 3.0771, -1.3212], [1.6765, 3.6563, -0.0538], [2.5606, 4.7252, 0.2348], [2.2114, 5.3598, 1.5538], [3.2298, 6.4596, 1.8568], [2.1884, 4.3825, 2.6741], [2.9201, 2.6414, -1.3568], [1.7484, 3.8051, -2.1219], [1.1538, 2.3130, -1.4708], [3.6033, 4.3698, 0.2283], [2.4888, 5.5054, -0.5432], [1.2271, 5.8287, 1.4730], [4.2285, 6.2185, 1.4839], [3.2585, 6.6536, 2.9261], [2.9482, 7.3779, 1.3344], [2.1167, 3.4337, 2.3211], [3.0837, 4.4190, 3.1517], [3.6414, -1.6856, 0.5714], [4.3341, -2.3468, -0.4810], [4.0361, -1.8810, 1.5702], [3.5929, -0.5997, 0.4149], [2.6113, -2.0200, 0.5338], [5.2588, -2.0861, -0.4704], [3.7870, 0.6576, 3.4067], [5.1273, 0.1865, 3.5547], [3.1983, 0.6995, 4.3292], [3.8970, 1.6829, 3.0609], [3.2379, 0.0327, 2.7046], [5.0908, -0.7191, 3.8791], [0.6143, -3.1506, 0.1807], [0.1322, -3.0545, 1.5033], [1.5950, -3.6172, 0.1539], [-0.0955, -3.6930, -0.4565], [0.7265, -2.1617, -0.2818], [-0.6246, -2.4505, 1.5226], [-2.2659, -0.8085, 2.8890], [-2.2179, -1.2791, 1.5553], [-2.4539, 0.2651, 2.9452], [-3.1045, -1.2737, 3.4288], [-1.3608, -1.0807, 3.4331], [-2.5460, -0.5744, 0.9803], [0.9233, 0.3038, 0.7595], [1.2549, 1.4148, 1.5784], [-0.1083, 0.3310, 0.3910], [1.5505, 0.2776, -0.1405], [1.0697, -0.5843, 1.3675], [1.2975, 2.1977, 1.0103], [-1.3549, 3.2296, 1.6988], [-2.7488, 3.3022, 1.3267], [-1.2254, 2.7317, 2.6570], [-0.8218, 2.7501, 0.8907], [-0.9627, 4.2482, 1.7754], [-3.2187, 3.7259, 2.0503]], "mulliken_charge": [-1.910, 2.020, -1.584, -1.409, -0.712, -1.401, 1.997, -1.622, -1.893, -0.042, 0.296, 0.491, 0.038, 0.410, -0.044, 0.569, 0.301, 0.385, 0.408, 0.352, 0.397, 0.455, 0.394, 0.305, -0.008, 0.533, 0.440, 0.464, 0.166, 0.405, -1.655, 1.955, -2.109, -1.119, -0.766, -1.155, 1.457, -1.976, -1.614, 0.458, -0.212, 0.380, 0.226, 0.304, 0.003, 0.502, 0.505, 0.446, 0.408, 0.326, 0.384, 0.373, 0.400, 0.333, 0.381, 0.520, 0.325, 0.180, 0.489, 0.393, -0.708, -0.346, -0.650, 0.353, -1.197, -0.426, 0.257, 0.314, 0.289, 0.341, 0.366, 0.266, 0.425, 0.198, 0.191, 0.030, 0.302, -0.777, -0.077, -1.065, 0.732, -1.672, -0.553, 0.430, 0.459, -0.020, 0.362, 0.362, 0.206, 0.361, 0.458, 0.425, 0.016, 0.339, -0.225, -0.566, 0.308, 0.351, -0.119, 0.286, 0.306, -0.595, 0.070, 0.022, -0.191, 0.323, -0.779, -0.476, 0.450, 0.368, 0.014, 0.229, -0.144, -0.564, 0.169, 0.313, -0.198, 0.170, 1.236, -0.376, -0.369, 0.013, -0.360, 0.101, -0.137, -0.591, 0.320, -0.188, 0.243, 0.250]}



no.,E (eV)
1,-206642.7512
2,-10249.7298
3,-16028.9807
4,-11425.6193
5,-5281.3169
6,-60976.9068